Formula: C30H28Cl5F3InNO7P2SSb
Source: the OMol25 dataset
Level of theory: wB97M-V/def2-TZVPD

Each line ends with the Löwdin charge.
Geometry (Å):
Sb 0.08208 -1.14742 -0.54589  1.64
In -1.20229 1.14209 0.49558  0.74
Cl 0.63485 3.17916 2.32610  0.77
Cl -4.62299 1.34987 5.04687  0.73
Cl -0.22736 4.48704 5.14537  0.73
Cl -3.64218 0.26787 2.16113  0.78
Cl -2.88766 3.51753 6.44492  0.72
S 0.96882 0.14457 3.44667  0.98
P -2.65450 3.57942 -0.60451  0.31
P -0.90744 2.38779 -2.78296  0.36
F 5.61235 0.52903 -2.85504  0.08
F -2.54601 -3.32455 -5.75730  0.08
F 1.67021 -6.71836 1.76594  0.08
O -1.31802 1.72257 -4.05052  -0.27
O -3.53713 4.66857 -0.19556  -0.23
O 0.37418 3.32267 -2.95426  -0.09
O -1.13757 3.78095 -0.06631  -0.20
O -0.62676 1.46240 -1.61596  -0.42
O 0.43870 -0.19510 2.07245  -0.72
O -3.03065 2.14224 -0.28731  -0.37
N -3.47158 2.70694 -3.00493  0.16
C 4.39151 -0.50547 -1.13734  0.01
C -0.58901 -2.82525 -4.56086  0.01
C -0.79309 -1.88359 -2.36374  -0.35
C 4.42464 0.17904 -2.34137  -0.26
C 2.04733 0.14077 -2.50000  -0.12
C -1.97074 -2.85076 -4.64371  -0.27
C -0.00139 -2.34020 -3.40686  -0.11
C -2.25911 4.85844 -3.08556  -0.06
C 1.33262 -5.51098 1.29624  -0.27
C -2.40106 2.88744 4.92756  -0.68
C -1.20537 3.32948 4.34859  -0.69
C 1.62158 -3.78017 -0.30932  -0.11
C -2.79718 1.44075 3.04733  -0.72
C 2.37900 -1.86453 4.62222  -0.22
C 2.78834 0.08366 3.24670  -0.29
C -1.63983 1.90552 2.47522  -0.34
C -0.82845 2.80765 3.11290  -0.75
C 1.97964 -5.02516 0.17249  0.01
C 0.93837 -1.46263 4.35412  -0.27
C -2.36089 3.50579 -2.42723  -0.51
C -3.19522 1.92102 4.29417  -0.69
C 3.26947 0.51262 -3.02942  0.02
C 1.99387 -0.54905 -1.29659  -0.34
C 3.17695 -1.37128 3.42259  -0.23
C 0.34731 -4.78691 1.94568  0.00
C -2.17524 -1.91080 -2.46687  -0.12
C 0.00451 -3.54057 1.44924  -0.13
C 3.16132 -0.86524 -0.61391  -0.12
C 0.64351 -3.03556 0.33136  -0.34
C -2.77717 -2.40265 -3.61137  0.00
H 5.31204 -0.74510 -0.62862  0.12
H 4.24959 -1.48119 3.56965  0.12
H 0.36131 -1.32828 5.26452  0.09
H 3.10793 -1.40260 0.32576  0.09
H -0.14241 -5.20726 2.80975  0.13
H -0.93541 4.71945 0.00330  0.11
H -2.18429 4.76205 -4.16990  0.10
H 1.13215 0.39834 -3.01822  0.09
H 3.02384 0.49223 2.26713  0.09
H 1.07736 -2.31169 -3.32464  0.10
H 3.21253 0.71733 4.02244  0.10
H 2.11012 -3.38645 -1.18933  0.10
H -0.77014 -2.95567 1.92868  0.10
H 2.74270 -1.39158 5.53539  0.12
H 2.46883 -2.94208 4.74505  0.12
H -3.82578 2.10366 -2.24261  0.15
H -2.78420 -1.54531 -1.64251  0.10
H -4.23701 3.27198 -3.38688  0.18
H -3.84943 -2.45139 -3.71754  0.12
H 0.42757 -2.16029 3.69199  0.07
H -1.37217 5.37567 -2.72194  0.09
H 0.53007 3.51455 -3.87970  0.09
H 3.33597 1.05557 -3.95781  0.13
H -2.97076 2.10715 -3.73288  0.13
H -3.12639 5.46747 -2.82263  0.09
H 0.00294 -3.18128 -5.38887  0.13
H 2.73595 -5.62439 -0.30890  0.13
H 2.89183 -1.93753 2.53259  0.10

Properties
LUMO level (eV): -2.76
Net charge: +1
Energy (Eh): -5853.28146
Relative energy (zero: lowest compared OMol25 entry of this formula, charge and spin) (eV): 1.527